# 1
ORCA calculation (ωB97M-V with the def2-TZVPD basis set) on a molecular structure, CH8MnO7.

ORCA input file:
```
! RIJCOSX wB97M-V def2-TZVPD def2/J DEFGRID3
* xyz 0 6
Mn -0.034 0.104 0.079
C 1.378 -1.624 -1.122
O 1.824 -0.400 -0.876
O 0.167 -1.843 -0.561
O 1.970 -2.468 -1.787
O -1.127 0.615 -1.834
H -1.880 0.086 -2.116
H -0.864 1.124 -2.606
O -1.778 -0.849 1.026
H -2.023 -1.728 0.713
H -2.360 -0.625 1.759
O 0.390 2.204 0.066
H 0.481 2.747 -0.724
H 0.717 2.743 0.792
O 0.890 0.024 2.050
H 0.669 -0.664 2.686
H 1.581 0.555 2.455
*
```

Values from the calculation:
E_HOMO (alpha / beta): -6.257 / -6.808 eV
Lowest unoccupied orbital energy (alpha / beta): -0.67 / -0.68 eV
Frontier orbital gap (alpha / beta): 5.591 / 6.130 eV
F_max: 2.446 eV Å⁻¹
E_tot: -1720.624874 hartree

=====

# 2
ORCA calculation (ωB97M-V with the def2-TZVPD basis set) on a single C5H12NO molecule.

ORCA input file:
```
! RIJCOSX wB97M-V def2-TZVPD def2/J DEFGRID3
* xyz 0 2
C -1.211 0.968 1.321
O 0.010 0.479 1.927
C -1.459 0.408 -0.059
C -0.362 0.719 -1.125
C 0.279 -0.500 -1.738
C 1.159 -1.369 -1.064
N 1.826 -0.976 0.255
H -1.119 2.054 1.264
H -2.030 0.728 1.997
H -0.251 -0.108 2.639
H -2.311 1.015 -0.398
H -1.794 -0.632 0.008
H 0.348 1.385 -0.624
H -0.827 1.206 -1.983
H 0.443 -0.505 -2.816
H 1.492 -2.337 -1.319
H 1.197 -0.336 0.765
H 1.927 -1.757 0.886
H 2.683 -0.441 0.063
*
```

Values from the calculation:
E_HOMO (alpha / beta): -3.891 / -7.264 eV
Lowest unoccupied orbital energy (alpha / beta): 0.54 / 0.34 eV
Frontier orbital gap (alpha / beta): 4.428 / 7.606 eV
F_max: 1.738 eV Å⁻¹
E_tot: -327.540517 hartree

=====

# 3
ORCA calculation (ωB97M-V with the def2-TZVPD basis set) on 2 unconnected molecules or ions with the total composition C5H15N2O.

ORCA input file:
```
! RIJCOSX wB97M-V def2-TZVPD def2/J DEFGRID3
* xyz 0 2
N 0.379 0.844 -1.379
C -0.307 0.141 -0.268
C 0.657 0.002 0.929
C 0.223 -1.054 1.896
C -0.817 -0.949 2.708
C -0.768 -1.262 -0.797
N -0.645 -1.423 -2.247
H 1.261 0.363 -1.657
H -0.172 0.645 -2.224
H 0.674 1.840 -1.160
H -1.118 0.798 -0.033
H 1.665 -0.119 0.564
H 0.603 0.960 1.456
H 0.901 -1.897 1.986
H -1.423 -0.049 2.663
H -1.208 -1.763 3.298
H -1.781 -1.306 -0.515
H -0.270 -2.060 -0.263
H -1.549 -1.587 -2.659
H 0.067 -2.089 -2.499
H 1.935 3.000 -0.032
H 0.725 3.916 0.292
O 0.965 3.048 -0.058
*
```

Values from the calculation:
E_HOMO (alpha / beta): -2.732 / -9.804 eV
Lowest unoccupied orbital energy (alpha / beta): 0.67 / 0.59 eV
Frontier orbital gap (alpha / beta): 3.406 / 10.391 eV
F_max: 1.718 eV Å⁻¹
E_tot: -384.096762 hartree

=====

# 4
ORCA calculation (ωB97M-V with the def2-TZVPD basis set) on a single C3H5O2P molecule.

ORCA input file:
```
! RIJCOSX wB97M-V def2-TZVPD def2/J DEFGRID3
* xyz 0 1
O -3.085 0.321 0.455
C -1.992 0.247 0.027
C -1.017 -0.972 0.051
C -0.030 0.007 -0.557
P 1.435 0.648 0.350
O -1.215 1.213 -0.385
H -0.872 -1.374 1.056
H -1.264 -1.774 -0.701
H -0.104 0.195 -1.673
H 0.733 1.309 1.419
H 1.399 1.676 -0.425
*
```

Values from the calculation:
E_HOMO: -10.108 eV
Lowest unoccupied orbital energy: 0.68 eV
Frontier orbital gap: 10.786 eV
F_max: 3.642 eV Å⁻¹
E_tot: -609.064976 hartree

=====

Question: Look up the E_tot of the third one.
Answer: -384.096762 hartree

=====

Question: Which of these has the lowest F_max?
Answer: C5H15N2O

=====

Question: The highest E_tot belongs to which entry?
Answer: C5H12NO

=====

Question: Which value of F_max does entry 1 give?
Answer: 2.446 eV Å⁻¹